{"formula": "C48H135N9O15", "method": "ωB97M-V/def2-TZVPD", "species": ["C", "C", "C", "O", "C", "N", "H", "H", "H", "H", "H", "H", "H", "H", "H", "H", "H", "C", "C", "C", "O", "C", "N", "H", "H", "H", "H", "H", "H", "H", "H", "H", "H", "H", "C", "C", "C", "O", "C", "N", "H", "H", "H", "H", "H", "H", "H", "H", "H", "H", "H", "C", "C", "C", "O", "C", "N", "H", "H", "H", "H", "H", "H", "H", "H", "H", "H", "H", "C", "C", "C", "O", "C", "N", "H", "H", "H", "H", "H", "H", "H", "H", "H", "H", "H", "C", "C", "C", "O", "C", "N", "H", "H", "H", "H", "H", "H", "H", "H", "H", "H", "H", "C", "C", "C", "O", "C", "N", "H", "H", "H", "H", "H", "H", "H", "H", "H", "H", "H", "C", "C", "C", "O", "C", "N", "H", "H", "H", "H", "H", "H", "H", "H", "H", "H", "H", "C", "C", "C", "O", "C", "N", "H", "H", "H", "H", "H", "H", "H", "H", "H", "H", "H", "C", "C", "O", "H", "H", "H", "H", "H", "H", "C", "C", "O", "H", "H", "H", "H", "H", "H", "C", "C", "O", "H", "H", "H", "H", "H", "H", "C", "C", "O", "H", "H", "H", "H", "H", "H", "C", "C", "O", "H", "H", "H", "H", "H", "H", "C", "C", "O", "H", "H", "H", "H", "H", "H"], "coordinates": [[-1.62380, 0.89546, 0.70045], [-0.41248, 0.12900, 1.05720], [0.15605, -0.61565, -0.22146], [1.24486, -1.35194, 0.31009], [2.10394, -1.74440, -0.79384], [0.50928, 1.00311, 1.76414], [-2.25992, 0.27112, 0.07303], [-1.33227, 1.76967, 0.11833], [-2.26712, 1.20633, 1.52362], [-0.81544, -0.62102, 1.73779], [0.49298, 0.19561, -0.86678], [-0.55897, -1.26532, -0.72622], [1.49368, -2.31714, -1.49216], [2.86118, -2.39805, -0.36091], [2.54087, -0.87544, -1.28588], [1.27168, 0.37770, 1.98256], [0.93140, 1.56988, 1.04254], [-5.78745, -3.90684, -1.70291], [-6.00778, -2.40934, -1.85145], [-4.72718, -1.54471, -1.80477], [-4.24422, -1.35869, -0.51313], [-4.93718, -0.48146, 0.40100], [-6.70542, -2.29528, -3.09292], [-5.33459, -4.03747, -0.72009], [-5.08215, -4.13831, -2.50108], [-6.69960, -4.50010, -1.76719], [-6.65798, -2.04950, -1.05405], [-4.94072, -0.53483, -2.15502], [-3.91187, -2.03406, -2.33760], [-5.10267, 0.50588, -0.03014], [-4.44238, -0.22582, 1.33797], [-5.87728, -0.95245, 0.68817], [-6.82548, -1.32476, -3.34549], [-7.68733, -2.48144, -2.94704], [-0.32920, 1.08333, 6.75505], [0.21671, 0.91994, 5.31873], [1.43961, -0.00850, 5.22141], [2.59660, 0.41980, 5.90281], [3.08853, 1.75329, 5.77581], [-0.88150, 0.45095, 4.45746], [-1.27535, 1.62424, 6.77356], [0.41850, 1.55937, 7.38941], [-0.56915, 0.11644, 7.19737], [0.45972, 1.92414, 4.97143], [1.66545, -0.09120, 4.15827], [1.21470, -0.97966, 5.66228], [4.02295, 1.89837, 6.31795], [2.38763, 2.48488, 6.17782], [3.28199, 1.94845, 4.72102], [-0.50957, 0.56353, 3.52521], [-1.70525, 1.03518, 4.44243], [-3.67103, 1.79774, -6.59010], [-3.57384, 0.27616, -6.61916], [-3.16273, -0.32860, -5.28969], [-1.81889, 0.07649, -4.92246], [-1.24846, -0.64802, -3.77935], [-4.91751, -0.27501, -6.93316], [-2.69697, 2.21806, -6.33979], [-4.46809, 2.10148, -5.91147], [-3.92506, 2.15929, -7.58651], [-2.87415, -0.04195, -7.39204], [-3.21538, -1.41002, -5.41571], [-3.82511, 0.05567, -4.51401], [-1.97921, -0.47160, -2.99007], [-0.24178, -0.30819, -3.53601], [-1.24974, -1.72250, -3.96264], [-4.79953, -1.25641, -7.14063], [-5.24665, 0.16039, -7.78298], [1.54455, 4.10083, 0.70545], [2.78913, 3.33652, 0.40312], [3.80023, 3.06774, 1.60374], [5.12515, 2.61174, 1.02383], [6.07421, 2.43287, 2.02632], [2.39085, 2.10292, -0.31656], [1.17913, 3.76701, 1.67661], [0.75878, 3.99613, -0.04269], [1.68789, 5.17134, 0.85228], [3.39693, 3.95068, -0.26132], [3.43232, 2.26858, 2.24724], [3.93203, 3.93763, 2.24718], [6.94406, 2.02216, 1.51370], [5.77697, 1.70996, 2.78603], [6.31775, 3.34296, 2.57453], [1.73677, 2.28741, -1.06371], [3.17643, 1.71200, -0.81672], [-4.94813, 0.47024, 4.48542], [-4.21392, 1.25233, 5.68114], [-3.68411, 2.64981, 5.21724], [-2.73300, 2.51752, 4.14573], [-2.59242, 3.67521, 3.37350], [-5.18037, 1.35649, 6.73711], [-5.03638, -0.57112, 4.79507], [-4.26827, 0.55968, 3.63815], [-5.93510, 0.88282, 4.27618], [-3.39810, 0.57221, 5.92604], [-3.32656, 3.15702, 6.11333], [-4.54558, 3.22831, 4.88363], [-1.66149, 3.58469, 2.81381], [-2.51917, 4.56799, 3.99453], [-3.43622, 3.87874, 2.71419], [-4.73207, 1.76552, 7.54447], [-5.60075, 0.48668, 7.03175], [-1.37352, 5.77143, 0.55081], [-1.19848, 6.14650, -0.92770], [-2.14536, 5.43490, -1.84447], [-1.59911, 4.13942, -2.15967], [-2.41694, 3.38718, -3.03322], [-1.48639, 7.58022, -0.90998], [-0.53054, 6.08702, 1.16554], [-1.30688, 4.68683, 0.63637], [-2.33899, 6.06828, 0.96046], [-0.18929, 5.95537, -1.29248], [-2.27128, 5.95662, -2.79318], [-3.14024, 5.44180, -1.39920], [-1.89512, 2.47154, -3.31146], [-2.65298, 3.96318, -3.92800], [-3.38993, 3.20418, -2.57727], [-1.53860, 7.87015, -1.87606], [-2.39767, 7.71989, -0.49747], [3.96449, -3.38941, 2.19721], [2.78990, -4.22928, 2.40937], [1.97498, -3.81473, 3.69423], [2.72215, -4.33968, 4.77775], [2.08299, -4.04560, 5.99821], [1.96691, -4.10404, 1.19538], [4.50569, -3.36930, 3.14314], [3.67534, -2.36762, 1.95136], [4.58099, -3.86246, 1.43285], [3.02240, -5.28661, 2.53619], [1.00117, -4.29969, 3.76198], [1.91082, -2.72725, 3.73141], [2.55834, -4.72566, 6.70507], [0.99585, -4.12438, 6.00443], [2.29641, -3.01841, 6.29386], [1.85319, -3.11248, 1.04054], [1.03935, -4.36931, 1.49434], [0.47058, 3.31816, -5.01835], [1.50099, 3.18358, -3.89940], [1.89155, 4.59769, -3.22278], [2.44678, 5.47040, -4.16781], [3.66237, 5.10420, -4.73186], [1.01218, 2.37219, -2.79609], [-0.33293, 3.99416, -4.72600], [0.21005, 2.39327, -5.53294], [0.85603, 3.90992, -5.84862], [2.25684, 2.57155, -4.39156], [2.37973, 4.58328, -2.24831], [0.97620, 5.14081, -2.98773], [4.31499, 4.75486, -3.93177], [4.09582, 5.93406, -5.29004], [3.49870, 4.24073, -5.37663], [0.15696, 2.89158, -2.65851], [0.75698, 1.42007, -3.01618], [3.98501, -1.18850, -4.51346], [2.52983, -0.74096, -4.79294], [2.59968, -0.28659, -6.13431], [3.86407, -1.57400, -3.50110], [4.73117, -0.39750, -4.58862], [4.20702, -2.08219, -5.09667], [2.39076, 0.10935, -4.12531], [1.75292, -1.50405, -4.74619], [3.25168, 0.41066, -6.03264], [-1.93074, -2.43904, 6.29533], [-2.42450, -2.60477, 4.86636], [-1.31833, -2.23097, 4.09437], [-2.60114, -2.87266, 7.03739], [-1.79574, -1.38429, 6.53485], [-0.98403, -2.94701, 6.47918], [-3.27649, -1.96962, 4.62390], [-2.55721, -3.68185, 4.76440], [-1.06063, -1.31878, 4.24632], [-1.46136, -4.18390, -0.45168], [-1.88815, -3.74947, 0.92863], [-0.84452, -4.04028, 1.80885], [-0.55400, -3.61783, -0.66232], [-2.16223, -3.78742, -1.18632], [-1.24955, -5.24098, -0.61235], [-2.80408, -4.20505, 1.30497], [-2.05987, -2.67578, 1.00489], [-1.05632, -3.52824, 2.59278], [3.20706, -7.87347, 0.26641], [3.96262, -6.59152, -0.12526], [3.03727, -5.64517, -0.75314], [2.37174, -7.64997, 0.93001], [3.88255, -8.52833, 0.81685], [2.79278, -8.29007, -0.65170], [4.67769, -6.89247, -0.89090], [4.45271, -5.94810, 0.60543], [2.61044, -5.08253, -0.10287], [1.40044, -4.82749, -5.59761], [1.27363, -5.14713, -4.09516], [2.46025, -5.74775, -3.53421], [0.39650, -4.52410, -5.89454], [1.65932, -5.71550, -6.17423], [2.05522, -3.95732, -5.64412], [0.49358, -5.88945, -3.92613], [0.91508, -4.30767, -3.49946], [2.36609, -5.64254, -2.58464], [6.08120, 1.96349, -2.28105], [6.09600, 0.70856, -1.33584], [4.84287, 0.63831, -0.62277], [7.12089, 2.13483, -2.55997], [5.69944, 2.86550, -1.80281], [5.49373, 1.77081, -3.17874], [6.96332, 0.82158, -0.68538], [6.19121, -0.22177, -1.89575], [4.76528, 1.33398, 0.03419]], "lowdin_spin": [0.0067, 0.0009, 0.0004, 0.0001, 0.0001, 0.0008, 0.0022, 0.0029, 0.0051, 0.0002, 0.0002, 0.0001, 0.0000, 0.0000, 0.0000, 0.0002, 0.0000, 0.0027, 0.0125, 0.0080, 0.0113, 0.0538, 0.0037, 0.0008, 0.0001, 0.0012, 0.0062, 0.0106, 0.0002, 0.0445, 0.0028, 0.0106, 0.0099, 0.0037, 0.0098, 0.0020, 0.0003, 0.0014, 0.0106, 0.0002, 0.0024, 0.0023, 0.0006, 0.0037, 0.0002, 0.0001, 0.0018, 0.0054, 0.0008, 0.0001, 0.0001, 0.0169, 0.0027, 0.0035, 0.0008, 0.0013, 0.0019, 0.0012, 0.0120, 0.0020, 0.0003, 0.0008, 0.0030, 0.0011, 0.0001, 0.0004, 0.0006, 0.0008, 0.0088, 0.0012, 0.0037, 0.0019, 0.0038, 0.0003, 0.0037, 0.0003, 0.0041, 0.0005, 0.0003, 0.0046, 0.0004, 0.0008, 0.0016, 0.0001, 0.0000, 0.0190, 0.0049, 0.0245, 0.0182, 0.0694, 0.0049, 0.0037, 0.0033, 0.0129, 0.0002, 0.0076, 0.0111, 0.0019, 0.0185, 0.0464, 0.0040, 0.0023, 0.0414, 0.0104, 0.0678, 0.0241, 0.0397, 0.0109, 0.0082, 0.0023, 0.0293, 0.0012, 0.0147, 0.0508, 0.0010, 0.0083, 0.0378, 0.0081, 0.0228, 0.0002, 0.0000, 0.0000, 0.0000, 0.0003, 0.0000, 0.0001, 0.0001, 0.0000, 0.0000, 0.0000, 0.0000, 0.0000, 0.0001, 0.0001, 0.0000, 0.0000, 0.0053, 0.0006, 0.0012, 0.0052, 0.0032, 0.0002, 0.0024, 0.0003, 0.0019, 0.0001, 0.0003, 0.0005, 0.0003, 0.0004, 0.0005, 0.0001, 0.0001, 0.0002, 0.0003, 0.0011, 0.0000, 0.0001, 0.0000, 0.0000, 0.0001, 0.0002, 0.0020, 0.0029, 0.0004, 0.0010, 0.0002, 0.0001, 0.0010, 0.0006, 0.0001, 0.0002, 0.0005, 0.0003, 0.0000, 0.0001, 0.0000, 0.0006, 0.0002, 0.0000, 0.0000, 0.0000, 0.0000, 0.0000, 0.0000, 0.0000, 0.0000, 0.0000, 0.0000, 0.0003, 0.0001, 0.0000, 0.0004, 0.0000, 0.0000, 0.0000, 0.0000, 0.0000, 0.0007, 0.0002, 0.0001, 0.0002, 0.0002, 0.0001, 0.0001, 0.0000, 0.0000], "s_squared": 0.7505, "total_charge": -1, "multiplicity": 2}


{"formula": "C48H29ClN7O3PbS2", "method": "ωB97M-V/def2-TZVPD", "species": ["Pb", "Cl", "C", "C", "C", "C", "O", "C", "C", "N", "C", "C", "C", "C", "C", "C", "C", "C", "N", "C", "C", "H", "H", "H", "H", "H", "H", "H", "H", "H", "H", "O", "N", "O", "C", "C", "C", "C", "C", "C", "N", "C", "C", "N", "C", "C", "C", "C", "H", "H", "H", "H", "H", "H", "H", "S", "C", "C", "C", "C", "C", "C", "N", "C", "C", "C", "C", "C", "C", "C", "C", "N", "C", "C", "C", "C", "C", "S", "C", "H", "H", "H", "H", "H", "H", "H", "H", "H", "H", "H", "H"], "coordinates": [[0.26571, 0.59121, -0.24851], [-1.16428, 8.10755, -1.34248], [-0.97872, 6.39737, -1.43480], [-1.16898, 5.64144, -2.57883], [-0.96940, 4.27199, -2.52240], [-0.35138, 3.62426, -1.46781], [0.19010, 2.45626, -1.72360], [-0.25551, 4.39376, -0.24027], [0.28042, 3.93737, 0.99378], [1.08406, 2.95894, 1.16154], [1.98090, 2.81184, 2.14790], [1.79889, 3.34314, 3.42991], [2.75104, 3.11927, 4.46676], [3.90965, 2.39885, 4.20291], [4.15732, 1.81620, 2.92726], [5.32345, 1.14036, 2.53166], [5.40623, 0.60129, 1.28652], [4.30467, 0.63886, 0.43681], [3.17964, 1.23704, 0.76620], [3.10527, 1.91829, 1.92837], [-0.61965, 5.76394, -0.25621], [-1.67082, 6.11480, -3.45890], [-1.08992, 3.81045, -3.45321], [-0.13933, 4.43748, 1.83153], [0.94196, 3.94348, 3.61594], [2.46866, 3.47682, 5.47081], [4.66315, 2.43435, 4.97582], [6.18438, 1.09051, 3.20690], [6.31121, 0.15501, 0.91857], [4.29664, 0.13108, -0.52042], [-0.49032, 6.39845, 0.69254], [-7.18098, -1.24169, 2.08315], [-6.64980, -0.64501, 1.12424], [-7.32059, -0.39750, 0.05532], [-5.31958, -0.19298, 1.33115], [-4.80327, -0.32177, 2.58715], [-3.47642, -0.10702, 2.85016], [-2.96243, -0.18799, 4.12585], [-1.57014, -0.15602, 4.29816], [-0.76515, -0.06814, 3.17219], [-1.21223, 0.18887, 1.93953], [-2.55629, 0.20962, 1.76214], [-3.08963, 0.37547, 0.45511], [-2.23698, 0.57171, -0.55584], [-2.68268, 0.63869, -1.80075], [-4.06410, 0.69386, -2.07507], [-4.97842, 0.44943, -1.07160], [-4.51828, 0.21844, 0.22862], [-5.41933, -0.82764, 3.29835], [-3.60928, -0.34006, 4.99452], [-1.17161, -0.29880, 5.30878], [0.31454, -0.16733, 3.33135], [-1.88784, 0.72919, -2.52740], [-4.36217, 0.89532, -3.07202], [-6.06697, 0.33591, -1.20857], [-1.31865, 0.41632, -6.18992], [-1.43853, 0.24964, -7.87524], [-1.18082, -1.00338, -8.28384], [-0.71392, -1.84155, -7.18565], [-0.62264, -1.12528, -5.99786], [-0.27578, -1.63335, -4.65061], [0.25938, -0.71840, -3.72897], [0.56607, -1.02170, -2.48299], [0.56944, -2.34914, -2.14733], [-0.00644, -3.38307, -2.98939], [-0.04455, -4.71214, -2.50135], [0.56233, -5.09734, -1.33934], [1.13977, -4.10430, -0.48151], [1.89173, -4.45815, 0.64047], [2.15856, -3.47186, 1.58431], [1.84705, -2.15855, 1.28144], [1.25144, -1.77511, 0.17226], [0.98881, -2.72258, -0.81720], [2.82600, -3.78506, 2.83600], [3.16553, -2.90003, 3.83520], [3.80512, -3.48930, 4.93403], [3.83652, -4.87978, 4.81040], [3.28380, -5.40223, 3.24602], [-0.47618, -2.95204, -4.29631], [-1.54886, 1.07785, -8.53711], [-1.22753, -1.27194, -9.33099], [-0.48234, -2.93291, -7.28552], [0.44264, 0.25185, -4.11688], [-0.65479, -5.42219, -3.11583], [0.49782, -6.12268, -1.05264], [2.22341, -5.44376, 0.75697], [2.27624, -1.40394, 1.93848], [2.92672, -1.80803, 3.73046], [4.15723, -2.88888, 5.78025], [4.19142, -5.63171, 5.49544], [-0.99139, -3.60148, -5.01410]], "lowdin_charge": [1.5310, 0.6677, -0.7048, -0.0818, -0.0346, -0.3771, -0.2948, -0.1310, -0.0975, 0.0281, -0.2378, -0.0046, -0.0640, -0.0396, -0.1464, -0.0169, -0.0585, -0.1318, 0.0725, -0.1564, -0.0736, 0.1296, 0.0937, 0.1115, 0.0925, 0.1130, 0.1078, 0.1286, 0.1064, 0.1141, 0.1373, 0.0796, -0.2619, 0.0453, -0.0876, 0.0709, -0.1360, 0.0269, -0.0150, -0.1100, 0.0294, -0.1189, -0.1392, -0.0040, -0.0838, 0.0121, 0.0356, -0.0400, 0.1366, 0.1387, 0.1226, 0.1160, 0.0960, 0.1070, 0.1170, 1.0485, -0.4202, -0.1668, -0.0936, -0.5088, -0.2093, -0.0983, 0.0529, -0.1411, -0.1064, -0.0275, -0.0014, -0.1272, 0.0468, -0.1998, -0.0984, -0.0093, -0.1278, -0.4946, -0.1366, -0.1626, -0.3642, 1.0639, 0.0789, 0.0714, 0.1085, 0.1258, 0.1021, 0.1377, 0.1149, 0.0932, 0.1027, 0.1180, 0.1130, 0.0634, 0.1327], "relative_energy_kcal_mol": 24.7, "total_charge": 1}


no.,energy (eV)
1,-96079.8859
2,-106252.0421